Entry 1:
Formula: C42H52InN5O6P2SeSi2
Source: the OMol25 dataset
Level of theory: wB97M-V/def2-TZVPD

Geometry as ORCA input:
```
! wB97M-V def2-TZVPD RIJCOSX def2/J DEFGRID3
* xyz -2 1
In -0.63 1.13 0.35
C -1.61 -4.76 0.35
Si -1.56 -3.71 -1.22
C -3.36 -3.24 -1.61
C -1.11 -4.92 -2.62
N -0.51 -2.42 -0.92
P 0.21 -1.25 -1.72
C 0.89 0.08 -0.87
P 2.31 -0.04 0.08
N 2.19 -0.39 1.61
Si 3.17 -0.15 2.98
C 2.54 -1.27 4.36
C 3.22 1.65 3.56
C 5.01 -0.68 2.81
C 3.17 1.58 -0.15
C 2.50 2.68 -0.67
C 3.12 3.92 -0.73
C 4.43 4.06 -0.30
C 5.12 2.96 0.19
C 4.49 1.73 0.27
C 3.54 -1.19 -0.66
C 4.28 -0.88 -1.79
C 5.26 -1.75 -2.26
C 5.50 -2.94 -1.60
C 4.76 -3.27 -0.47
C 3.79 -2.40 -0.01
C 1.47 -1.95 -2.87
C 2.02 -3.20 -2.66
C 2.92 -3.75 -3.57
C 3.26 -3.04 -4.71
C 2.73 -1.77 -4.92
C 1.85 -1.23 -4.00
C -0.94 -0.61 -3.00
C -1.37 0.71 -3.04
C -2.31 1.13 -3.97
C -2.80 0.23 -4.90
C -2.34 -1.09 -4.90
C -1.42 -1.50 -3.96
H -2.35 -5.57 0.27
H -1.86 -4.16 1.22
H -0.63 -5.22 0.53
H -3.97 -4.14 -1.66
H -3.42 -2.73 -2.57
H -3.80 -2.58 -0.86
H -1.26 -5.95 -2.29
H -0.08 -4.82 -2.96
H -1.76 -4.76 -3.49
H 1.53 -1.00 4.66
H 3.19 -1.21 5.23
H 2.53 -2.31 4.01
H 2.62 2.28 2.90
H 4.24 2.06 3.56
H 2.81 1.75 4.57
H 5.20 -1.29 1.93
H 5.29 -1.28 3.69
H 5.68 0.18 2.78
H 1.48 2.58 -1.02
H 2.57 4.77 -1.11
H 4.92 5.03 -0.35
H 6.15 3.06 0.52
H 5.03 0.87 0.66
H 4.09 0.05 -2.31
H 5.82 -1.49 -3.15
H 6.27 -3.62 -1.97
H 4.94 -4.21 0.05
H 3.21 -2.63 0.88
H 1.74 -3.75 -1.77
H 3.35 -4.73 -3.39
H 3.96 -3.46 -5.42
H 3.01 -1.20 -5.80
H 1.44 -0.24 -4.16
H -0.94 1.45 -2.37
H -2.62 2.16 -3.95
H -3.53 0.55 -5.64
H -2.70 -1.80 -5.64
H -1.07 -2.53 -3.96
N -2.79 0.80 -0.13
C -3.64 0.55 1.05
C -3.39 -0.81 1.69
C -2.14 -0.91 2.55
N -0.92 -0.75 1.75
H -3.03 1.70 -0.60
H -2.92 0.07 -0.83
H -4.70 0.64 0.76
H -3.44 1.35 1.76
H -3.34 -1.57 0.92
H -4.26 -1.05 2.32
H -2.14 -1.88 3.07
H -2.14 -0.13 3.32
H -0.78 -1.52 1.10
H -0.09 -0.67 2.33
O -1.84 5.42 -0.74
Se -1.58 4.02 -1.50
O -0.77 4.19 -2.90
O -0.58 3.06 -0.51
O -2.95 3.13 -1.74
O 0.28 1.10 3.89
C -0.32 2.07 3.47
N -1.00 2.18 2.29
C -1.78 3.33 2.32
O -2.73 3.56 1.61
C -1.36 4.15 3.51
C -1.73 5.40 3.94
C -1.18 5.86 5.13
C -0.31 5.06 5.87
C 0.05 3.79 5.43
C -0.49 3.36 4.23
H -2.41 6.01 3.35
H -1.43 6.85 5.50
H 0.11 5.44 6.80
H 0.72 3.15 5.99
*
```

Computed properties:
relative energy (zero: lowest compared OMol25 entry of this formula, charge and spin)	0.0	kJ/mol
Kohn-Sham gap	6.910	eV
largest force on an atom	0.70	eV/A
total energy	-6210.405653	Ha



Entry 2:
Formula: C42H53N3OSSiW
Source: the OMol25 dataset
Level of theory: wB97M-V/def2-TZVPD

Geometry as ORCA input:
```
! wB97M-V def2-TZVPD RIJCOSX def2/J DEFGRID3
* xyz 2 3
W -0.49 -0.04 -0.30
C 1.93 0.89 1.47
C 0.68 1.08 2.33
N -0.55 1.30 1.51
C -0.86 2.72 1.20
C 0.12 3.32 0.21
S 0.27 2.26 -1.27
C 2.06 1.92 -1.39
C 2.47 0.52 -0.93
N 1.67 0.06 0.26
H 2.33 1.84 1.14
H 2.71 0.42 2.07
H 0.51 0.19 2.93
H 0.84 1.92 3.01
H -1.33 0.96 2.07
H -1.86 2.73 0.79
H -0.86 3.32 2.11
H -0.24 4.29 -0.12
H 1.11 3.47 0.63
H 2.32 2.03 -2.45
H 2.56 2.72 -0.86
H 2.29 -0.19 -1.72
H 3.53 0.51 -0.68
H 1.97 -0.90 0.45
C -6.32 -0.91 1.78
C -5.07 -0.54 1.03
C -5.10 0.48 0.08
C -3.97 0.81 -0.65
C -3.97 1.87 -1.71
C -2.82 0.08 -0.37
C -2.75 -0.98 0.57
C -3.89 -1.26 1.29
N -1.41 -1.47 0.66
C -0.91 -2.78 1.20
C -0.13 -3.45 0.06
C 0.50 -4.76 0.53
C 1.44 -4.49 1.70
C 0.66 -3.85 2.85
C -0.46 -4.79 3.30
C -1.40 -5.06 2.12
C -0.62 -5.71 0.97
C -2.02 -3.73 1.66
C 0.04 -2.53 2.37
H -7.13 -0.22 1.59
H -6.13 -0.94 2.86
H -6.65 -1.91 1.49
H -6.02 1.01 -0.10
H -4.98 2.04 -2.09
H -3.34 1.60 -2.56
H -3.62 2.82 -1.31
H -2.13 0.07 -1.25
H -3.91 -2.02 2.05
H 0.66 -2.77 -0.29
H -0.79 -3.62 -0.79
H 1.05 -5.20 -0.31
H 2.26 -3.83 1.39
H 1.90 -5.42 2.04
H 1.32 -3.64 3.69
H -1.02 -4.35 4.13
H -0.04 -5.73 3.66
H -2.21 -5.72 2.43
H -1.29 -5.92 0.13
H -0.21 -6.66 1.29
H -2.55 -3.30 2.51
H -2.73 -3.90 0.85
H 0.84 -1.85 2.05
H -0.51 -2.03 3.19
O -0.03 -0.81 -1.96
Si -0.11 -1.51 -3.51
C 0.86 -3.08 -3.47
C 2.06 -3.19 -2.75
C 2.79 -4.37 -2.75
C 2.34 -5.46 -3.48
C 1.16 -5.37 -4.20
C 0.42 -4.19 -4.19
C 0.64 -0.28 -4.66
C 0.30 1.08 -4.60
C 0.86 2.01 -5.46
C 1.78 1.59 -6.42
C 2.12 0.25 -6.51
C 1.56 -0.68 -5.64
C -1.89 -1.81 -3.90
C -2.37 -1.68 -5.20
C -3.69 -1.94 -5.51
C -4.58 -2.33 -4.51
C -4.12 -2.46 -3.20
C -2.79 -2.21 -2.90
H 2.44 -2.35 -2.18
H 3.72 -4.44 -2.19
H 2.91 -6.39 -3.49
H 0.80 -6.22 -4.77
H -0.50 -4.14 -4.75
H -0.46 1.41 -3.89
H 0.57 3.05 -5.40
H 2.21 2.31 -7.10
H 2.83 -0.07 -7.27
H 1.86 -1.72 -5.72
H -1.70 -1.36 -6.00
H -4.05 -1.84 -6.53
H -5.61 -2.53 -4.75
H -4.81 -2.78 -2.42
H -2.45 -2.36 -1.88
*
```

Computed properties:
relative energy (zero: lowest compared OMol25 entry of this formula, charge and spin)	51.0	kJ/mol
Kohn-Sham gap (spin up / spin down)	7.094 / 7.149	eV
expectation value of S²	2.019
largest force on an atom	0.98	eV/A
total energy	-2626.157817	Ha



The highest total energy belongs to which entry?
C42H53N3OSSiW